1.
{"formula": "C8H32BrN16O8Y", "method": "ωB97M-V/def2-TZVPD", "species": ["Y", "Br", "C", "O", "N", "N", "H", "H", "H", "H", "C", "O", "N", "N", "H", "H", "H", "H", "C", "O", "N", "N", "H", "H", "H", "H", "C", "O", "N", "N", "H", "H", "H", "H", "C", "O", "N", "N", "H", "H", "H", "H", "C", "O", "N", "N", "H", "H", "H", "H", "C", "O", "N", "N", "H", "H", "H", "H", "C", "O", "N", "N", "H", "H", "H", "H"], "coordinates": [[-3.520, -29.576, -22.424], [-3.231, -29.138, -19.570], [-6.231, -29.584, -24.908], [-5.325, -29.553, -24.105], [-6.428, -28.618, -25.779], [-7.006, -30.653, -25.184], [-7.333, -28.665, -26.225], [-5.906, -27.761, -25.665], [-6.860, -31.542, -24.727], [-7.541, -30.526, -26.031], [-0.065, -30.462, -22.248], [-1.270, -30.368, -22.156], [0.560, -31.568, -22.287], [0.771, -29.457, -22.173], [0.111, -32.402, -22.638], [1.549, -31.620, -22.092], [0.465, -28.510, -22.344], [1.761, -29.625, -22.062], [-5.692, -26.835, -21.746], [-5.005, -27.691, -22.194], [-6.049, -26.672, -20.455], [-6.350, -25.964, -22.483], [-5.399, -27.149, -19.846], [-6.653, -25.932, -20.127], [-5.981, -25.905, -23.421], [-6.811, -25.270, -21.912], [-3.322, -33.044, -21.364], [-3.479, -31.903, -21.836], [-2.216, -33.432, -20.822], [-4.285, -33.908, -21.246], [-2.159, -34.256, -20.240], [-1.395, -32.902, -21.077], [-5.009, -33.652, -21.902], [-4.150, -34.783, -20.760], [-6.422, -31.124, -20.914], [-5.593, -30.415, -21.539], [-7.628, -31.378, -21.284], [-6.290, -31.548, -19.709], [-8.217, -31.987, -20.733], [-7.719, -31.464, -22.287], [-7.082, -32.027, -19.305], [-5.547, -31.097, -19.194], [-2.510, -27.724, -25.393], [-2.747, -28.320, -24.352], [-2.905, -26.532, -25.624], [-1.785, -28.156, -26.283], [-2.603, -26.015, -26.437], [-3.372, -26.038, -24.876], [-1.325, -29.051, -26.204], [-1.844, -27.602, -27.126], [-2.924, -31.599, -25.299], [-2.864, -30.874, -24.266], [-3.766, -32.526, -25.407], [-2.187, -31.469, -26.329], [-3.728, -33.114, -26.227], [-4.528, -32.686, -24.764], [-1.280, -31.076, -26.120], [-2.294, -32.172, -27.046], [-1.455, -26.544, -22.145], [-2.243, -27.427, -22.010], [-1.516, -25.300, -22.620], [-0.297, -26.842, -21.742], [-0.863, -24.544, -22.473], [-2.341, -25.070, -23.155], [0.604, -26.436, -21.951], [-0.324, -27.712, -21.230]], "nbo_charge": [1.848, -0.682, 0.799, -0.665, -0.810, -0.832, 0.392, 0.414, 0.404, 0.398, 0.790, -0.682, -0.803, -0.824, 0.406, 0.404, 0.407, 0.395, 0.811, -0.678, -0.839, -0.817, 0.436, 0.397, 0.395, 0.401, 0.792, -0.715, -0.799, -0.808, 0.404, 0.413, 0.404, 0.413, 0.786, -0.717, -0.785, -0.788, 0.391, 0.385, 0.390, 0.442, 0.765, -0.701, -0.805, -0.759, 0.397, 0.403, 0.410, 0.393, 0.779, -0.718, -0.767, -0.783, 0.389, 0.413, 0.400, 0.399, 0.786, -0.653, -0.827, -0.821, 0.422, 0.385, 0.400, 0.420], "lumo_ev": -4.47, "total_charge": 2, "energy_ha": -4414.36093, "homo_lumo_gap_ev": 7.727, "mol_weight_g_mol": 649.26, "homo_ev": -12.20}


2.
{"formula": "C3H4O2", "method": "ωB97M-V/def2-TZVPD", "species": ["C", "C", "C", "O", "O", "H", "H", "H", "H"], "coordinates": [[-1.129, 1.010, 0.148], [2.404, -0.141, 0.025], [-0.419, -0.071, 0.120], [3.534, 0.264, 0.063], [-0.432, -1.374, 0.136], [-0.639, 1.964, 0.199], [-2.215, 1.034, 0.115], [2.191, -1.239, -0.129], [0.395, -1.757, -0.222]], "nbo_charge": [-0.627, 0.355, 0.395, -0.468, -0.667, 0.236, 0.213, 0.068, 0.494], "lumo_ev": [0.36, -0.37], "total_charge": 0, "energy_ha": -266.99441, "homo_lumo_gap_ev": [9.234, 7.840], "mol_weight_g_mol": 72.06, "homo_ev": [-8.87, -8.21]}


3.
{"formula": "C44H121ClN11O15", "method": "ωB97M-V/def2-TZVPD", "species": ["Cl", "O", "O", "O", "O", "C", "C", "C", "O", "C", "N", "H", "H", "H", "H", "H", "H", "H", "H", "H", "H", "H", "C", "C", "C", "O", "C", "N", "H", "H", "H", "H", "H", "H", "H", "H", "H", "H", "H", "C", "C", "C", "O", "C", "N", "H", "H", "H", "H", "H", "H", "H", "H", "H", "H", "H", "C", "C", "C", "O", "C", "N", "H", "H", "H", "H", "H", "H", "H", "H", "H", "H", "H", "C", "C", "C", "O", "C", "N", "H", "H", "H", "H", "H", "H", "H", "H", "H", "H", "H", "C", "C", "C", "O", "C", "N", "H", "H", "H", "H", "H", "H", "H", "H", "H", "H", "H", "C", "C", "C", "O", "C", "N", "H", "H", "H", "H", "H", "H", "H", "H", "H", "H", "H", "C", "C", "C", "O", "C", "N", "H", "H", "H", "H", "H", "H", "H", "H", "H", "H", "H", "C", "C", "C", "O", "C", "N", "H", "H", "H", "H", "H", "H", "H", "H", "H", "H", "H", "C", "C", "C", "O", "C", "N", "H", "H", "H", "H", "H", "H", "H", "H", "H", "H", "H", "C", "C", "C", "O", "C", "N", "H", "H", "H", "H", "H", "H", "H", "H", "H", "H", "H"], "coordinates": [[-0.121, -0.360, -0.073], [-1.514, -0.059, 0.153], [0.076, -0.878, -1.377], [0.664, 0.827, 0.197], [0.274, -1.345, 0.905], [3.661, 3.273, -6.146], [3.438, 2.199, -7.198], [3.288, 2.739, -8.644], [2.089, 3.547, -8.667], [1.811, 4.194, -9.886], [4.676, 1.401, -7.253], [3.833, 2.831, -5.164], [2.845, 3.995, -6.135], [4.622, 3.763, -6.306], [2.538, 1.612, -7.012], [3.142, 1.973, -9.406], [4.167, 3.276, -9.003], [0.738, 4.077, -10.037], [2.299, 3.781, -10.769], [2.152, 5.204, -9.659], [4.577, 0.752, -8.020], [5.495, 1.886, -7.590], [-3.943, 10.241, 6.144], [-3.837, 10.824, 4.738], [-4.245, 9.796, 3.601], [-3.519, 8.599, 3.641], [-3.948, 7.652, 2.704], [-4.639, 12.075, 4.666], [-4.961, 9.953, 6.405], [-3.625, 11.003, 6.856], [-3.270, 9.389, 6.243], [-2.768, 11.002, 4.626], [-4.123, 10.241, 2.613], [-5.285, 9.530, 3.791], [-3.868, 8.070, 1.701], [-4.954, 7.369, 3.014], [-3.262, 6.816, 2.843], [-4.670, 12.347, 3.694], [-5.583, 11.845, 4.941], [4.432, 7.403, 1.744], [2.950, 7.988, 1.767], [2.343, 8.180, 0.376], [3.224, 9.086, -0.299], [2.957, 9.293, -1.677], [2.146, 6.969, 2.384], [5.243, 8.047, 1.405], [4.579, 6.421, 1.294], [4.815, 7.214, 2.747], [2.877, 8.937, 2.300], [1.375, 8.679, 0.437], [2.122, 7.234, -0.118], [2.024, 9.786, -1.948], [2.968, 8.362, -2.245], [3.867, 9.798, -2.001], [1.184, 7.224, 2.211], [2.238, 6.205, 1.729], [2.285, -5.436, -6.580], [2.818, -6.544, -5.631], [4.403, -6.404, -5.524], [4.809, -7.297, -4.495], [6.232, -7.521, -4.459], [2.192, -6.303, -4.369], [2.827, -5.447, -7.526], [2.565, -4.457, -6.191], [1.202, -5.369, -6.693], [2.537, -7.462, -6.148], [4.785, -5.388, -5.426], [4.783, -6.748, -6.486], [6.673, -7.924, -5.371], [6.650, -8.108, -3.642], [6.683, -6.532, -4.379], [2.265, -5.299, -4.288], [1.213, -6.359, -4.614], [-4.073, -1.811, 5.923], [-2.995, -1.152, 6.755], [-3.309, 0.338, 6.976], [-2.334, 0.984, 7.799], [-2.352, 2.374, 7.546], [-2.702, -1.824, 8.021], [-3.794, -2.837, 5.681], [-4.320, -1.229, 5.035], [-5.045, -1.920, 6.404], [-2.124, -1.116, 6.100], [-4.283, 0.353, 7.464], [-3.396, 0.853, 6.019], [-1.920, 2.983, 8.341], [-3.365, 2.771, 7.485], [-1.975, 2.660, 6.564], [-3.626, -1.919, 8.417], [-2.696, -2.777, 7.686], [5.621, -6.844, 2.944], [5.411, -7.768, 1.731], [5.382, -9.260, 2.093], [5.014, -10.008, 0.992], [5.190, -11.432, 1.235], [4.046, -7.482, 1.232], [6.643, -6.865, 3.323], [5.014, -7.224, 3.766], [5.234, -5.827, 2.885], [6.184, -7.557, 0.992], [4.704, -9.488, 2.915], [6.335, -9.600, 2.499], [4.634, -11.849, 2.074], [6.234, -11.640, 1.466], [5.038, -12.027, 0.334], [4.000, -6.486, 1.073], [3.490, -7.510, 2.074], [-5.034, 4.781, -4.966], [-4.025, 5.092, -6.052], [-3.431, 6.550, -5.901], [-4.257, 7.640, -5.976], [-4.749, 7.732, -7.300], [-3.012, 4.112, -5.817], [-4.515, 4.701, -4.011], [-5.495, 3.812, -5.156], [-5.782, 5.564, -4.843], [-4.532, 4.969, -7.009], [-2.571, 6.678, -6.559], [-3.127, 6.460, -4.858], [-5.314, 8.664, -7.263], [-5.453, 6.949, -7.581], [-4.001, 7.848, -8.084], [-2.757, 3.982, -4.848], [-2.143, 4.448, -6.207], [8.153, 0.141, 0.112], [8.764, -0.633, -1.045], [9.979, -1.499, -0.607], [11.014, -0.756, -0.013], [12.230, -1.409, -0.009], [7.701, -1.508, -1.609], [7.827, -0.509, 0.924], [7.210, 0.657, -0.070], [8.847, 0.844, 0.574], [9.120, 0.022, -1.839], [10.260, -1.983, -1.542], [9.612, -2.273, 0.068], [12.071, -2.272, 0.637], [13.023, -0.853, 0.490], [12.539, -1.710, -1.011], [6.886, -1.184, -1.107], [7.445, -1.195, -2.534], [4.772, -3.446, 11.475], [3.783, -2.243, 11.151], [3.929, -1.916, 9.647], [2.965, -0.973, 9.169], [3.298, -0.442, 7.871], [2.388, -2.668, 11.397], [4.432, -4.343, 10.956], [4.778, -3.667, 12.543], [5.784, -3.220, 11.139], [4.041, -1.394, 11.784], [3.935, -2.835, 9.061], [4.908, -1.444, 9.567], [2.436, 0.157, 7.575], [3.355, -1.280, 7.177], [4.204, 0.156, 7.780], [2.192, -2.625, 12.387], [2.440, -3.652, 11.177], [-10.037, 0.940, -0.427], [-9.856, -0.593, -0.293], [-11.207, -1.290, -0.524], [-11.064, -2.733, -0.448], [-12.233, -3.458, -0.814], [-8.879, -1.052, -1.253], [-10.789, 1.202, 0.318], [-10.430, 1.326, -1.367], [-9.146, 1.480, -0.108], [-9.470, -0.900, 0.679], [-11.663, -1.116, -1.499], [-11.916, -0.954, 0.231], [-12.017, -4.521, -0.918], [-12.522, -3.150, -1.819], [-13.046, -3.354, -0.095], [-7.961, -0.926, -0.852], [-8.889, -2.061, -1.278], [-4.816, -6.070, -1.923], [-5.301, -7.128, -2.897], [-6.887, -7.000, -3.067], [-7.366, -7.741, -4.175], [-8.814, -7.931, -4.296], [-4.761, -6.828, -4.200], [-4.782, -5.084, -2.386], [-3.861, -6.127, -1.401], [-5.448, -6.070, -1.035], [-4.966, -8.103, -2.543], [-7.207, -5.970, -3.229], [-7.345, -7.363, -2.147], [-9.034, -8.501, -5.198], [-9.327, -6.982, -4.453], [-9.166, -8.465, -3.413], [-4.898, -5.846, -4.390], [-5.405, -7.198, -4.885]], "mulliken_charge": [1.583, -0.658, -0.618, -0.646, -0.662, -1.317, 0.521, -0.788, -0.285, -0.797, -0.761, 0.362, 0.316, 0.291, 0.290, 0.422, 0.357, 0.217, 0.343, 0.283, 0.278, 0.267, -1.407, 0.404, -0.663, -0.288, -0.717, -0.709, 0.340, 0.371, 0.341, 0.290, 0.342, 0.309, 0.287, 0.317, 0.233, 0.276, 0.273, -1.335, 0.393, -0.769, -0.291, -0.798, -0.745, 0.337, 0.301, 0.409, 0.300, 0.373, 0.380, 0.281, 0.335, 0.262, 0.263, 0.306, -1.508, 0.304, -0.775, -0.266, -0.805, -0.684, 0.354, 0.424, 0.383, 0.316, 0.395, 0.353, 0.308, 0.277, 0.319, 0.312, 0.292, -1.524, 0.529, -0.897, -0.294, -0.848, -0.659, 0.386, 0.394, 0.380, 0.269, 0.284, 0.430, 0.283, 0.334, 0.340, 0.289, 0.303, -1.437, 0.316, -0.814, -0.260, -0.834, -0.675, 0.341, 0.386, 0.386, 0.342, 0.341, 0.449, 0.305, 0.342, 0.283, 0.263, 0.267, -1.316, 0.347, -0.705, -0.329, -0.765, -0.682, 0.373, 0.329, 0.319, 0.314, 0.407, 0.326, 0.278, 0.279, 0.323, 0.290, 0.212, -1.531, 0.493, -0.708, -0.296, -0.720, -0.699, 0.419, 0.441, 0.328, 0.264, 0.295, 0.320, 0.308, 0.248, 0.291, 0.269, 0.279, -1.363, 0.236, -0.779, -0.287, -0.721, -0.624, 0.370, 0.364, 0.355, 0.403, 0.328, 0.358, 0.253, 0.317, 0.281, 0.255, 0.253, -1.330, 0.557, -0.857, -0.300, -0.739, -0.808, 0.362, 0.340, 0.343, 0.289, 0.407, 0.349, 0.259, 0.317, 0.276, 0.270, 0.267, -1.252, 0.334, -0.621, -0.345, -0.719, -0.756, 0.288, 0.333, 0.298, 0.276, 0.336, 0.400, 0.250, 0.295, 0.286, 0.274, 0.326], "lumo_ev": 1.88, "total_charge": -1, "energy_ha": -3939.49704, "homo_lumo_gap_ev": 7.399, "mol_weight_g_mol": 1079.97, "homo_ev": -5.52}


4.
{"formula": "C4H4N2O", "method": "ωB97M-V/def2-TZVPD", "species": ["C", "C", "C", "C", "N", "N", "O", "H", "H", "H", "H"], "coordinates": [[-0.178, -0.265, -1.575], [-0.191, 1.198, 0.887], [-0.948, -0.396, -0.327], [0.452, -0.838, 0.200], [0.999, -0.680, -1.151], [0.788, 0.365, 1.081], [-0.868, 2.078, 1.239], [-0.469, 0.129, -2.533], [-1.891, -0.773, 0.102], [0.644, -1.684, 0.696], [1.662, 0.865, 1.381]], "nbo_charge": [0.097, 0.832, -0.488, 0.103, -0.459, -0.643, -0.487, 0.195, 0.240, 0.191, 0.419], "lumo_ev": [0.57, 0.57], "total_charge": 0, "energy_ha": -339.42795, "homo_lumo_gap_ev": [8.657, 8.657], "mol_weight_g_mol": 96.09, "homo_ev": [-8.09, -8.09]}


5.
{"formula": "C6H14ClI2NO2PSc", "method": "ωB97M-V/def2-TZVPD", "species": ["I", "I", "Sc", "P", "C", "C", "H", "H", "H", "C", "H", "H", "H", "H", "H", "H", "C", "O", "Cl", "C", "C", "N", "O", "H", "H", "H", "H", "H"], "coordinates": [[1.941, -2.908, -0.824], [-1.028, -3.159, -0.217], [0.631, -0.721, 0.061], [-0.177, 0.988, -1.897], [-1.741, 1.198, -2.753], [0.739, 2.531, -2.223], [1.798, -0.371, -2.423], [0.731, 0.160, -3.807], [0.216, -1.229, -2.785], [0.770, -0.283, -2.813], [1.748, 2.464, -1.783], [0.743, 2.540, -3.322], [-1.432, 1.447, -3.765], [-2.271, 2.020, -2.286], [0.138, 3.354, -1.804], [-2.292, 0.269, -2.717], [-1.657, 0.483, 0.382], [-2.784, 0.360, 0.537], [2.529, 0.684, 0.486], [0.365, -2.119, 4.170], [0.120, -1.027, 3.207], [0.010, 0.247, 3.659], [-0.001, -1.135, 1.963], [0.278, -1.675, 5.150], [1.416, -2.397, 4.009], [-0.295, -3.001, 4.161], [-0.618, 0.771, 3.044], [0.122, 0.511, 4.589]], "nbo_charge": [0.375, 0.329, 0.858, 0.888, -0.934, -0.908, 0.265, 0.278, 0.246, -0.968, 0.279, 0.248, 0.263, 0.271, 0.268, 0.256, 0.541, -0.404, -0.389, -0.723, 0.770, -0.727, -0.743, 0.253, 0.275, 0.288, 0.416, 0.427], "lumo_ev": -10.96, "total_charge": 2, "energy_ha": -2599.43726, "homo_lumo_gap_ev": 4.653, "mol_weight_g_mol": 497.37, "homo_ev": -15.62}